[1]
Molecular formula: C4H7BrO
Method: DFT, ωB97M-V/def2-TZVPD

Each line ends with the Mulliken spin population.
Positions of all 13 atoms, in Å:
Br1 -3.995 -0.198 0.002  0.07
O1 -1.330 0.210 -0.141  0.17
C1 1.642 -0.923 0.325  0.08
C2 0.948 -0.101 -0.771  0.00
C3 -0.151 0.729 -0.203  0.81
C4 -2.372 0.615 0.523  0.82
H1 0.059 1.660 0.311  0.02
H2 0.529 -0.777 -1.517  0.01
H3 2.077 -0.266 1.076  -0.02
H4 1.680 0.548 -1.252  0.02
H5 -2.444 1.611 0.939  0.03
H6 2.433 -1.533 -0.104  0.00
H7 0.922 -1.574 0.813  -0.01

Atoms 1-3, force components in eV/Å:
0.4 0.3 0.1
-2.1 -3.5 -1.6
0.0 0.0 -0.1

HOMO level (spin up / spin down) ... -0.2314 / -0.3975 hartree
ΔE to the lowest compared entry with this formula, charge and spin ... 0.000 eV
LUMO energy (spin up / spin down) ... 0.955 / -0.205 eV
Multiplicity ... 3
Gap between HOMO and LUMO (spin up / spin down) ... 7.253 / 10.610 eV

[2]
Molecular formula: C4H7BrO3S
Method: DFT, ωB97M-V/def2-TZVPD

Each line ends with the natural charge from an NBO analysis.
Positions of all 16 atoms, in Å:
Br1 -1.240 1.749 3.579  -0.24
S1 0.082 0.744 0.114  2.18
O1 -1.710 -0.973 -1.318  -0.49
O2 1.087 1.187 1.003  -0.95
O3 -1.228 1.251 0.495  -0.94
C1 -0.984 -1.604 -0.600  0.38
C2 1.104 -1.714 0.645  -0.22
C3 0.102 -0.990 0.149  -0.46
C4 0.461 1.273 -1.610  -0.81
H1 1.187 2.118 -1.619  0.26
H2 -0.390 1.388 -2.103  0.24
H3 -1.305 -2.627 -0.427  0.14
H4 1.135 -2.756 0.424  0.22
H5 1.906 -1.094 0.986  0.24
H6 1.116 0.502 -1.981  0.23
H7 -1.322 1.547 2.262  0.21

Atoms 1-3, force components in eV/Å:
0.1 0.5 3.3
-1.6 2.8 0.0
0.0 0.7 -0.9

HOMO level ... -0.3667 hartree
ΔE to the lowest compared entry with this formula, charge and spin ... 1.333 eV
LUMO energy ... -0.962 eV
Gap between HOMO and LUMO ... 9.015 eV

[3]
Molecular formula: C4H7BrOS
Method: DFT, ωB97M-V/def2-TZVPD

Each line ends with the natural charge from an NBO analysis.
Positions of all 14 atoms, in Å:
Br1 1.439 0.229 2.182  -0.02
S1 0.115 -2.421 1.145  0.00
O1 1.131 -0.571 -0.465  -0.57
C1 0.523 0.409 -1.356  -0.07
C2 0.355 -0.628 0.791  0.14
C3 -0.662 1.131 -0.455  -0.44
C4 -0.888 0.155 0.650  -0.54
H1 -1.566 1.204 -1.118  0.23
H2 -1.071 0.621 1.651  0.25
H3 -0.531 2.241 -0.132  0.24
H4 1.340 1.118 -1.735  0.20
H5 0.140 -0.252 -2.134  0.19
H6 -1.608 -0.657 0.465  0.23
H7 1.284 -2.579 0.512  0.16

Atoms 1-3, force components in eV/Å:
0.6 0.1 0.3
0.4 0.9 -0.2
-1.5 0.8 1.7

HOMO level ... -0.3418 hartree
ΔE to the lowest compared entry with this formula, charge and spin ... 0.173 eV
LUMO energy ... 0.785 eV
Gap between HOMO and LUMO ... 10.085 eV